Density functional theory data (wB97M-V/def2-TZVPD) for one molecule with the formula C6H9NS.

Positions of all 17 atoms, in Å:
C  -1.533  -1.445  0.339
H  -2.349  1.790  0.171
N  -0.270  -1.488  0.255
H  2.344  -0.332  -1.718
H  0.009  1.730  -0.845
H  -3.420  -0.399  0.480
C  1.300  -0.306  -1.626
S  0.884  -0.341  -0.047
C  -0.257  1.200  0.028
C  2.178  -0.202  1.325
H  -0.025  1.895  0.825
C  -2.369  -0.226  0.244
H  1.840  -0.933  2.025
H  0.769  -0.935  -2.170
H  -2.072  -2.364  0.722
H  3.063  -0.735  0.949
C  -1.688  0.958  -0.010

SMILES: C=S1(=C)CC=CC=N1
gap between HOMO and LUMO: 7.14 eV
maximum force: 4.8 eV/A
2S+1: 1
ΔE to the lowest compared entry with this formula, charge and spin: 7.8189 eV

=====

Density functional theory data (wB97M-V/def2-TZVPD) for C4H12NO3 as an isolated structure.

Positions of all 20 atoms, in Å:
H  -2.541  0.829  -0.569
N  -2.632  -0.118  -0.291
H  3.101  -0.557  -0.265
C  1.674  0.966  -0.204
H  -3.188  -0.300  0.567
H  2.838  0.379  -1.901
C  -0.827  -1.713  0.381
C  -1.152  -0.344  -0.033
O  0.866  1.859  -0.760
H  -1.357  0.052  1.963
H  3.684  1.042  -0.576
O  1.427  0.775  1.031
H  1.103  2.345  -1.542
H  -0.865  -2.365  -0.430
H  -1.566  -2.198  1.047
C  2.887  0.360  -0.777
H  -2.913  -0.577  -1.091
H  0.135  -1.573  0.971
H  0.266  0.673  1.274
O  -0.939  0.465  1.205

charge: +1
gap between HOMO and LUMO: 8.40 eV
maximum force: 3.4 eV/A
2S+1: 1
ΔE to the lowest compared entry with this formula, charge and spin: 4.0797 eV

=====

Density functional theory data (wB97M-V/def2-TZVPD) for a 3-piece molecular cluster, C12H25ClO5 overall.

Positions of all 43 atoms, in Å:
H  -2.778  3.191  -3.197
C  -1.942  0.903  0.009
C  0.987  -2.676  -1.153
H  -2.208  -2.153  -1.436
O  -2.488  3.141  -2.278
H  -4.610  4.716  -2.733
C  5.273  -4.530  3.340
H  -1.262  0.574  -2.003
H  -2.133  6.466  -1.920
H  4.234  -3.920  0.842
H  -2.950  0.645  -0.363
H  -4.798  3.892  -1.193
H  -4.481  5.637  -1.222
H  -1.022  0.967  2.059
C  -1.143  -2.082  -1.705
H  -1.556  -0.679  1.573
H  3.173  -4.774  2.953
C  -0.398  -1.009  -0.861
H  -0.897  5.270  -2.353
H  5.240  -5.034  4.308
H  2.951  -2.840  1.409
C  -2.752  4.403  -1.665
H  4.124  -2.340  4.046
H  -1.887  2.009  0.053
O  1.924  -3.251  -0.837
H  4.630  -2.403  1.673
C  -1.769  0.400  1.472
H  5.614  -5.242  2.587
C  -0.833  0.464  -0.986
C  -1.966  5.490  -2.380
Cl  0.621  1.531  -0.929
C  3.933  -3.247  1.646
H  -0.312  -1.462  0.148
O  0.924  -1.300  -1.398
H  -0.903  -1.936  -2.779
O  3.484  -3.060  4.007
H  6.013  -3.728  3.423
C  -4.246  4.685  -1.702
O  -0.282  -3.197  -1.363
C  3.905  -3.966  2.986
H  -2.418  4.331  -0.628
H  -2.743  0.567  1.984
H  -2.254  5.548  -3.434

SMILES: CC[C@@H](Cl)[C@H]1COC(=O)O1.CC(C)O.CC(C)O
gap between HOMO and LUMO: 10.42 eV
maximum force: 5.0 eV/A
2S+1: 1

=====

Density functional theory data (wB97M-V/def2-TZVPD) for an isolated ion of composition C7H2Br3O4 and charge -1.

Positions of all 16 atoms, in Å:
C  0.274  1.510  -0.439
C  -0.112  -0.878  0.176
C  0.594  -1.581  -2.105
O  -2.295  3.557  -1.629
H  1.567  0.399  0.773
H  -1.173  -0.699  -0.023
C  -0.851  1.554  -1.412
C  0.670  0.386  0.166
Br  -0.229  -2.174  -3.591
O  0.714  -3.086  -0.357
Br  -0.026  -1.622  1.980
O  -2.468  1.854  -0.121
Br  1.293  3.094  -0.259
O  -0.952  0.560  -2.132
C  0.356  -2.001  -0.792
C  -2.037  2.528  -1.066

charge: -1
gap between HOMO and LUMO (spin up / spin down): 6.65 / 6.65 eV
maximum force: 2.2 eV/A
2S+1: 1
ΔE to the lowest compared entry with this formula, charge and spin: 2.7853 eV

=====

- Look up the maximum force of the first one.
  4.8 eV/A

=====

Copy entry 3 word for word.
Density functional theory data (wB97M-V/def2-TZVPD) for a 3-piece molecular cluster, C12H25ClO5 overall.

Positions of all 43 atoms, in Å:
H  -2.778  3.191  -3.197
C  -1.942  0.903  0.009
C  0.987  -2.676  -1.153
H  -2.208  -2.153  -1.436
O  -2.488  3.141  -2.278
H  -4.610  4.716  -2.733
C  5.273  -4.530  3.340
H  -1.262  0.574  -2.003
H  -2.133  6.466  -1.920
H  4.234  -3.920  0.842
H  -2.950  0.645  -0.363
H  -4.798  3.892  -1.193
H  -4.481  5.637  -1.222
H  -1.022  0.967  2.059
C  -1.143  -2.082  -1.705
H  -1.556  -0.679  1.573
H  3.173  -4.774  2.953
C  -0.398  -1.009  -0.861
H  -0.897  5.270  -2.353
H  5.240  -5.034  4.308
H  2.951  -2.840  1.409
C  -2.752  4.403  -1.665
H  4.124  -2.340  4.046
H  -1.887  2.009  0.053
O  1.924  -3.251  -0.837
H  4.630  -2.403  1.673
C  -1.769  0.400  1.472
H  5.614  -5.242  2.587
C  -0.833  0.464  -0.986
C  -1.966  5.490  -2.380
Cl  0.621  1.531  -0.929
C  3.933  -3.247  1.646
H  -0.312  -1.462  0.148
O  0.924  -1.300  -1.398
H  -0.903  -1.936  -2.779
O  3.484  -3.060  4.007
H  6.013  -3.728  3.423
C  -4.246  4.685  -1.702
O  -0.282  -3.197  -1.363
C  3.905  -3.966  2.986
H  -2.418  4.331  -0.628
H  -2.743  0.567  1.984
H  -2.254  5.548  -3.434

SMILES: CC[C@@H](Cl)[C@H]1COC(=O)O1.CC(C)O.CC(C)O
gap between HOMO and LUMO: 10.42 eV
maximum force: 5.0 eV/A
2S+1: 1